(1)
ORCA calculation (ωB97M-V with the def2-TZVPD basis set) on an isolated molecule of C7H13FO in a non-equilibrium geometry.

Positions of all 22 atoms, in Å:
C1 -0.1042 -1.8076 0.3130
C2 1.0968 -1.0080 -0.2112
C3 -1.4083 -1.1146 -0.1735
C4 1.0593 0.3716 0.2106
C5 -1.2997 0.3385 0.0793
C6 1.5955 0.8589 1.4584
C7 -1.4528 1.4166 -1.0435
O1 1.3123 1.3676 -0.8840
F1 -1.7761 0.7505 1.3079
H1 -0.1552 -2.8443 -0.0001
H2 -0.2070 -1.6501 1.4110
H3 1.9969 -1.5633 0.2540
H4 1.3069 -1.1586 -1.3148
H5 -1.4285 -1.1571 -1.3166
H6 -2.1920 -1.6077 0.3176
H7 0.9033 0.6472 2.2425
H8 1.6226 2.0574 1.4305
H9 2.5512 0.3251 1.7121
H10 -2.4352 1.9037 -0.9398
H11 -1.4714 0.8604 -1.9863
H12 -0.5213 2.0690 -1.1898
H13 1.0071 0.9448 -1.6775

Force components x, y, z for each atom (eV/Å):
-1.1475 1.3412 0.0658
2.1099 -3.3203 -0.0045
2.0630 0.8203 -2.4808
-3.3233 2.8372 -3.8100
3.0310 2.2694 -0.1859
0.7902 2.4193 0.8244
0.3447 -1.2399 0.5438
0.6388 -1.5723 2.5340
-0.0206 -0.1614 -0.4285
0.4421 -0.2997 0.3170
0.6566 -0.7004 -0.4896
-0.8474 0.8916 -0.5048
-0.7210 0.3528 1.0024
-0.4176 -0.5759 1.4306
-1.5964 -0.4576 0.3335
-0.5032 -0.2964 0.7924
0.4704 -2.8048 0.0421
-0.4843 0.9487 -0.1836
0.5902 0.3121 -0.0355
-0.2640 -0.0463 -0.0359
-1.7290 -0.3980 0.9467
-0.0826 -0.3195 -0.6736

Calculated values
- HOMO (eV) = -7.354
- E_tot (Ha) = -449.5001
- charge = 0
- energy relative to the best compared isomer or geometry (same formula, charge and spin) (kcal per mole) = 49.6

(2)
ORCA calculation (ωB97M-V with the def2-TZVPD basis set) on an isolated molecule of C7H13FO4 in a non-equilibrium geometry.

Positions of all 25 atoms, in Å:
C1 -1.5424 -0.2861 2.1385
C2 -0.5174 -0.7815 1.1088
F1 -0.5182 -2.1905 1.0755
C3 -0.9657 -0.5082 -0.3826
O1 -1.3975 0.9338 -0.3834
O2 -2.2014 -1.2416 -0.5941
C4 0.0769 -0.7566 -1.5111
C5 1.0429 0.3937 -1.9011
C6 2.2484 0.3712 -1.0455
C7 2.2037 1.0284 0.1054
O3 1.2578 1.9214 0.6548
O4 3.1981 0.8386 1.0452
H1 -2.4292 0.1097 1.6209
H2 -0.9350 0.5831 2.5446
H3 -1.7418 -1.0820 2.9224
H4 0.4509 -0.5461 1.4704
H5 -2.3917 0.9144 -0.3672
H6 -2.1951 -1.9051 0.1878
H7 -0.5483 -0.9270 -2.3599
H8 0.6327 -1.6497 -1.2923
H9 0.3963 1.2589 -1.8306
H10 1.3882 0.2934 -2.8723
H11 2.8315 -0.3684 -1.3497
H12 0.4833 1.9991 0.0355
H13 3.1215 1.3701 1.8663

Force components x, y, z for each atom (eV/Å):
1.3348 0.6430 0.2165
-1.8834 -1.2727 -1.0039
0.1215 -0.9433 0.5671
-0.8049 2.3960 0.8501
-0.4094 -1.4215 -0.4952
1.7827 -0.9331 2.0608
-0.6632 0.5883 0.1351
-1.7204 -0.2227 2.0423
-3.8708 3.5637 1.4701
0.9941 0.6890 2.6283
0.2145 -1.2016 -2.0763
-0.0727 0.1615 0.0250
0.1571 -0.4068 0.7045
-1.4126 -0.7948 0.2058
0.1904 1.1518 -0.9633
1.0888 0.6222 -0.5539
1.4783 -0.1039 -0.1204
-0.2766 1.2496 -2.0768
-0.4660 -0.4471 -0.7191
0.1119 -0.5761 0.1642
0.3472 0.6696 -0.2050
0.0816 -0.3224 -2.1825
3.3826 -2.7164 -0.3374
0.7605 -0.1620 0.7563
-0.4663 -0.2103 -1.0924

Calculated values
- HOMO (eV) = -8.450
- E_tot (Ha) = -675.2860
- SMILES = C[C@@H](F)C(O)(O)CCC=C(O)O
- charge = 0
- energy relative to the best compared isomer or geometry (same formula, charge and spin) (kcal per mole) = 0.0

(3)
ORCA calculation (ωB97M-V with the def2-TZVPD basis set) on an isolated ion of composition C7H13IN3 and charge +1 in a non-equilibrium geometry.

Positions of all 24 atoms, in Å:
C1 -0.4083 -0.5209 2.6791
N1 -0.7917 -0.5478 1.2769
C2 -0.3750 0.2616 0.3102
N2 0.0067 1.5775 0.4451
I1 -1.0437 2.9565 1.5189
C3 0.5871 2.1957 -0.8290
C4 1.4390 1.1446 -1.4633
C5 0.4882 0.0404 -2.0583
N3 -0.2366 -0.3953 -0.8506
C6 -0.4879 -1.8198 -0.6739
C7 -0.9207 -1.8995 0.7521
H1 0.4079 0.1775 2.8225
H2 -0.1824 -1.5813 3.0103
H3 -1.1213 -0.1208 3.2392
H4 1.2432 2.9964 -0.4653
H5 -0.2670 2.6012 -1.2494
H6 1.9677 0.7085 -0.6036
H7 2.2231 1.4499 -2.2474
H8 -0.3196 0.5484 -2.7061
H9 1.1503 -0.8311 -2.4761
H10 0.3308 -2.3004 -1.0380
H11 -1.2569 -1.9091 -1.4436
H12 -1.9807 -2.1172 0.7185
H13 -0.4522 -2.6152 1.3317

Force components x, y, z for each atom (eV/Å):
2.8710 -1.3223 -1.4390
0.3277 -0.6949 0.5055
1.1721 1.3164 -0.6493
0.0778 -1.0978 -0.6396
-0.0695 -0.3783 0.2038
1.5731 -0.1727 2.8785
0.4247 -0.9538 -2.1509
0.4545 1.2493 0.6487
0.6427 0.2269 0.4650
-2.1623 2.4691 -1.3871
-2.5758 0.6092 -1.5209
0.6952 -0.2933 -0.0515
-0.0555 1.5619 -0.2950
-3.4978 1.2800 2.5139
-0.3315 0.0013 -0.1258
-1.2492 0.8015 -2.0195
0.2901 -0.1022 -0.5030
-1.4230 0.0604 1.2759
1.7467 -1.2419 0.1382
-1.8398 1.5645 0.4790
2.4953 -1.9272 -0.3466
-0.4722 -1.2676 0.4805
-0.2796 -0.4299 0.4003
1.1854 -1.2586 1.1387

Calculated values
- HOMO (eV) = -13.004
- E_tot (Ha) = -736.1903
- SMILES = C[N+]1=C2N(I)CCCN2CC1
- charge = +1

(4)
ORCA calculation (ωB97M-V with the def2-TZVPD basis set) on C7H13N as an isolated structure in a non-equilibrium geometry.

Positions of all 21 atoms, in Å:
C1 1.3380 -1.3198 1.1650
C2 2.0539 -2.0923 0.2981
C3 1.1366 0.8106 0.2868
H1 1.8372 -0.8484 2.0011
H2 0.2800 -1.5096 1.2921
H3 3.1274 -1.9839 0.2039
H4 0.9346 -1.1789 -1.6679
H5 1.5776 -2.8053 -0.3576
H6 1.1061 1.5377 -0.5204
H7 0.6674 1.2272 1.1731
H8 2.2167 0.7248 0.3417
C4 -1.9215 1.9838 -0.3261
C5 -1.6315 0.5230 -0.0538
N1 -2.3077 -0.2458 0.7181
C6 -0.4417 0.0065 -0.6676
C7 -0.1077 -0.8326 -1.6021
H9 -3.0779 0.2513 1.1674
H10 -1.0858 2.6112 -0.0086
H11 -2.0663 2.1453 -1.3955
H12 -2.8130 2.3094 0.2117
H13 -0.8224 -1.3145 -2.2593

Force components x, y, z for each atom (eV/Å):
1.1927 -3.3004 -0.0489
-0.7659 0.9736 1.1779
-2.9677 1.6968 -2.4273
0.0053 0.4328 -0.2902
-0.0501 0.2220 -0.0825
0.0471 -0.0980 0.1192
-0.4946 0.3579 -0.1939
-0.0892 0.0476 -0.0955
-0.3597 0.9209 0.1181
0.2463 0.0094 0.0797
-0.2420 -1.3732 0.2084
-0.1528 -0.0631 0.2239
-1.0923 0.5011 0.6605
0.4995 0.2288 -0.3149
4.0116 0.0929 1.6381
0.2898 -0.6896 -0.4722
-0.0093 0.0913 -0.2155
0.0440 -0.0787 -0.0574
0.0208 -0.0145 0.0145
-0.0007 -0.0313 -0.0492
-0.1328 0.0740 0.0069

Calculated values
- HOMO (eV) = -8.413
- E_tot (Ha) = -329.0757
- charge = 0
- energy relative to the best compared isomer or geometry (same formula, charge and spin) (kcal per mole) = 122.9

(5)
ORCA calculation (ωB97M-V with the def2-TZVPD basis set) on an isolated molecule of C7H13N in a non-equilibrium geometry.

Positions of all 21 atoms, in Å:
C1 -2.2594 -0.7031 0.3266
N1 -0.9917 -0.3246 0.4721
C2 -0.8030 1.2740 -0.0294
C3 0.6530 1.2219 -0.8474
C4 1.2346 -0.0327 -0.2853
C5 1.8920 0.0673 1.1800
C6 1.1605 -1.4551 -0.6900
C7 -0.1557 -0.7389 -0.5305
H1 -2.4303 -1.7895 0.9159
H2 -2.6035 -0.8005 -0.6983
H3 -2.9106 0.3946 0.6136
H4 -0.6120 2.0669 0.8399
H5 -1.9041 1.7243 -0.4063
H6 1.1276 1.9843 -0.2727
H7 0.4195 1.4032 -1.8024
H8 1.8158 1.1118 1.6389
H9 1.3569 -0.8127 1.5932
H10 2.9984 -0.3224 0.9784
H11 1.2000 -2.3769 0.1425
H12 1.3832 -1.7491 -1.6344
H13 -0.5712 -0.1429 -1.5045

Force components x, y, z for each atom (eV/Å):
-6.3077 0.0452 1.9115
3.8932 4.2297 0.8185
-1.3869 1.7752 2.3643
-0.9763 0.9244 5.0670
0.3478 -0.4408 1.1829
0.3850 -0.9802 -2.5735
-2.1887 -2.0306 3.3936
1.3766 -0.0265 -2.9478
-0.2673 3.1751 -1.2932
0.0162 -0.4592 -0.6753
0.9181 -4.0133 0.2226
-0.5048 -2.1211 -1.0611
3.0660 -1.4802 -0.0243
0.8770 1.4251 -0.7229
0.1577 0.5585 -3.7612
0.0582 -1.8595 -0.2854
0.4294 1.1513 1.1743
-2.1358 1.2974 0.7844
0.7702 2.9171 -2.0755
0.5692 -1.1691 -2.6670
0.9027 -2.9185 1.1682

Calculated values
- HOMO (eV) = -7.971
- E_tot (Ha) = -328.9459
- SMILES = CN1CC[C@@]2(C)C[C@@H]12
- charge = 0
- energy relative to the best compared isomer or geometry (same formula, charge and spin) (kcal per mole) = 204.3

(6)
ORCA calculation (ωB97M-V with the def2-TZVPD basis set) on a 2-piece molecular cluster, C7H13N overall in a non-equilibrium geometry.

Positions of all 21 atoms, in Å:
C1 1.7535 2.6574 -0.3549
C2 0.7873 2.0085 -0.0364
N1 -0.5368 1.5741 0.3071
C3 -0.7592 1.3258 1.7383
H1 2.7188 3.0402 -0.5902
H2 -1.3301 1.8529 -0.2703
H3 -0.1537 1.9828 2.3638
H4 -0.4358 0.3083 1.9602
H5 -1.8234 1.3982 1.9630
C4 -1.8772 -0.8287 -0.4482
C5 -0.6763 -0.3145 -0.7849
C6 0.8973 -0.9592 -0.2757
C7 0.9832 -2.4119 -0.7033
H6 -2.1407 -1.0369 0.5818
H7 -2.6329 -0.9643 -1.2128
H8 -0.5323 -0.0026 -1.8139
H9 1.6458 -0.3778 -0.8186
H10 1.0919 -0.8753 0.7967
H11 0.8490 -2.5051 -1.7852
H12 1.9471 -2.8428 -0.4068
H13 0.2245 -3.0290 -0.2098

Force components x, y, z for each atom (eV/Å):
0.2119 -0.6960 0.2301
-3.5922 0.7539 0.3932
3.2144 1.7324 0.1930
0.1034 -0.3593 -0.5485
-0.0937 -0.0114 -0.0917
0.8624 0.1958 0.3646
-0.2934 0.2331 -0.0842
-0.0905 -0.1496 0.0714
0.1640 0.1540 0.0385
0.5897 0.3547 -0.1058
2.3232 -3.9601 0.0143
-2.5574 1.3582 -0.4925
-0.2989 -0.2381 0.1468
0.1329 -0.6827 -0.0638
-0.2647 0.5778 0.1889
-0.0579 0.1587 -0.1138
-0.1651 0.1068 0.1947
-0.2341 0.2083 -0.0835
0.0805 -0.1091 0.1370
0.0012 0.1751 -0.2405
-0.0359 0.1976 -0.1482

Calculated values
- HOMO (eV) = -7.482
- E_tot (Ha) = -329.0714
- SMILES = C#CNC.C=CCC
- charge = 0
- energy relative to the best compared isomer or geometry (same formula, charge and spin) (kcal per mole) = 125.5

(7)
ORCA calculation (ωB97M-V with the def2-TZVPD basis set) on a 2-piece molecular cluster, C7H13N2 overall in a non-equilibrium geometry.

Positions of all 22 atoms, in Å:
C1 -2.3960 -0.0504 -0.4961
C2 -1.5032 0.7607 0.3682
C3 -0.5190 0.1505 1.0107
C4 -2.5184 -1.3593 -0.5693
C5 2.9423 0.5595 -0.1971
C6 -1.6172 2.2205 0.3010
C7 2.0842 -1.6325 -0.7709
N1 2.1787 -0.4093 0.0398
N2 0.3569 -0.3245 1.7234
H1 -2.9942 0.8032 -0.9790
H2 -1.8628 -1.9579 0.0462
H3 -3.1993 -1.8741 -1.2581
H4 2.8779 1.5343 0.3257
H5 3.6267 0.7352 -1.1212
H6 -1.2459 2.5385 -0.5688
H7 -1.1691 2.5603 1.1513
H8 -2.6728 2.5393 0.3314
H9 2.9839 -1.8454 -1.3518
H10 1.7870 -2.4481 -0.1315
H11 1.1929 -1.5391 -1.5735
H12 0.1614 -0.5226 2.7582
H13 1.5059 -0.4389 0.9616

Force components x, y, z for each atom (eV/Å):
-1.1276 2.9465 -0.2839
1.2791 -3.0449 0.0416
-2.0862 1.6850 0.0483
-0.1699 -0.2911 -0.5885
1.0597 2.4708 -2.1362
-3.0418 -1.4307 1.7064
-1.8835 0.4573 -2.1667
0.7593 -0.9180 -0.5639
0.2646 -0.8971 2.5721
0.1847 -2.3028 -0.1702
-0.0195 -0.3335 0.0301
0.2573 0.3534 0.4548
-0.1317 -1.0546 0.5604
-1.1554 -1.2973 1.4597
1.7660 1.6339 -3.2579
1.4440 1.7733 1.9367
0.2830 -0.3140 0.0779
-0.0181 0.0899 0.3499
0.2180 -0.2617 0.2290
1.9191 0.1226 1.8936
0.0525 0.2745 -1.8507
0.1463 0.3385 -0.3425

Calculated values
- HOMO (eV) = -12.300
- E_tot (Ha) = -383.6577
- charge = +1
- energy relative to the best compared isomer or geometry (same formula, charge and spin) (kcal per mole) = 100.1

(8)
ORCA calculation (ωB97M-V with the def2-TZVPD basis set) on an isolated ion of composition C7H13N2O and charge +1 in a non-equilibrium geometry.

Positions of all 23 atoms, in Å:
C1 1.8332 1.4421 -0.7650
N1 0.4904 0.7806 -0.8021
C2 0.7841 -0.6385 -1.2139
C3 -0.5642 -1.3361 -1.4060
O1 -1.1365 -1.4890 -0.1747
C4 -1.4247 -0.2353 0.4778
C5 -1.4742 -0.5833 2.0125
N2 -0.1692 -0.2132 2.5556
C6 0.5813 0.3058 1.6964
C7 -0.1931 0.7519 0.4414
H1 2.4951 0.7776 -0.0372
H2 2.1135 1.5629 -1.8646
H3 1.5602 2.3541 -0.3049
H4 -0.2965 1.0707 -1.4382
H5 1.2049 -1.1109 -0.4110
H6 1.5218 -0.8800 -2.0638
H7 -1.1771 -0.7260 -1.9760
H8 -0.4957 -2.4532 -1.7779
H9 -2.4548 0.1346 0.0434
H10 -2.3753 -0.0923 2.3512
H11 -1.7534 -1.6619 2.0459
H12 1.5674 0.4670 2.1531
H13 -0.6372 1.7724 0.4581

Force components x, y, z for each atom (eV/Å):
-0.0928 -0.7556 -0.4376
0.8393 -2.9902 -2.8200
-0.7952 -1.2607 -3.1199
1.9351 -3.1500 0.0051
-0.7280 0.7500 2.0951
-0.7319 -0.7869 -0.1417
-0.8980 0.0459 -2.2300
-1.4590 -1.6667 0.5982
-0.3902 0.7855 0.8578
-1.8894 0.2181 1.6943
-1.1973 1.5639 -2.0572
0.3065 -0.1870 1.8630
0.7851 1.4480 0.4185
1.7662 0.6296 -0.1414
1.2587 -0.9822 2.3824
-1.2360 1.5050 0.8726
-1.4476 0.9575 -2.0105
0.1684 2.5399 0.0642
2.1308 -0.1510 0.7808
0.2739 0.5925 1.1052
0.8535 0.6034 0.4351
0.0978 0.6544 -1.2851
0.4501 -0.3636 1.0711

Calculated values
- HOMO (eV) = -13.856
- E_tot (Ha) = -458.9164
- SMILES = C[N@H+]1CCO[C@H]2CN=C[C@H]21
- charge = +1
- energy relative to the best compared isomer or geometry (same formula, charge and spin) (kcal per mole) = 98.9